(1)
The following is a quantum chemistry calculation of an isolated molecule of C5H8O, from the Open Molecules 2025 dataset.

```
! RIJCOSX wB97M-V def2-TZVPD def2/J DEFGRID3
* xyz 0 1
C 0.4079 -0.0072 0.1131
C 1.0260 1.2626 0.6304
C 0.9716 -1.2713 0.7032
O -2.4936 -0.0031 -0.4200
C -0.2645 -0.0191 -1.0368
C -1.4789 0.0581 -1.4664
H -3.3446 -0.1060 -0.8630
H 0.9643 1.3021 1.7194
H 0.5337 2.1381 0.2095
H 2.0828 1.2860 0.3474
H 0.4753 -2.1583 0.3003
H 2.0404 -1.3299 0.4777
H 0.8643 -1.2579 1.7902
H -1.7847 0.1059 -2.5051
*
```

Output
LUMO energy = 0.9544 eV
Frontier orbital gap = 9.64 eV
SMILES string = CC(C)=C=CO
Energy relative to the best compared isomer or geometry (same formula, charge and spin) = 2.524 eV



(2)
The following is a quantum chemistry calculation of C20H23Cl3IrN3O5Se as an isolated structure, from the Open Molecules 2025 dataset.

```
! RIJCOSX wB97M-V def2-TZVPD def2/J DEFGRID3
* xyz 0 1
Ir 0.1830 0.7160 -0.1968
O -1.9926 0.3499 0.2905
C -2.5187 0.8830 1.5325
C -2.3756 -0.2028 2.5633
C -0.9965 -0.8501 2.5218
C 0.1263 0.0591 2.8841
C 0.6150 0.1063 4.1843
C 1.7115 0.8809 4.4827
C 2.3043 1.6133 3.4687
C 1.7644 1.5604 2.2061
N 0.6811 0.8098 1.9044
H -2.4075 0.7517 -0.4844
H -3.5626 1.1726 1.4202
H -1.9561 1.7481 1.7928
H -3.1073 -0.9984 2.4023
H -2.5916 0.2497 3.5356
H -0.8005 -1.2164 1.5167
H -0.9888 -1.7168 3.1828
H 0.1270 -0.4938 4.9410
H 2.1189 0.8919 5.4860
H 3.1787 2.2250 3.6407
H 2.1904 2.1221 1.3947
C 0.2256 -2.3112 -3.3236
C 0.1150 -1.0722 -2.5001
N 0.0172 -1.0776 -1.2020
O -0.0282 -2.3822 -0.6633
C 0.0905 0.2105 -3.1031
C 0.2315 0.4636 -4.5645
N -0.0612 1.2231 -2.2196
O -0.1220 2.4047 -2.6259
H 0.4195 -3.1828 -2.7116
H 1.0282 -2.1820 -4.0505
H -0.7004 -2.4716 -3.8798
H 0.4076 -2.2461 0.2009
H -0.4496 -0.1582 -5.1510
H 1.2489 0.2509 -4.9084
H 0.0202 1.5081 -4.7707
Se 0.0715 3.1116 0.0883
C -1.4400 3.7191 1.0924
C -2.6610 3.8832 0.4322
C -3.7486 4.4532 1.0798
C -3.6299 4.8675 2.4029
C -2.4246 4.7013 3.0708
C -1.3360 4.1303 2.4159
H -2.7387 3.5759 -0.6050
H -4.6839 4.5834 0.5492
H -4.4696 5.3327 2.9034
H -2.3263 5.0212 4.1007
H -0.3915 4.0011 2.9329
Cl 4.9864 0.5262 0.1645
C 4.0349 -0.8783 0.6477
Cl 4.4731 -2.2728 -0.3541
Cl 4.3500 -1.2260 2.3583
C 2.5149 -0.6700 0.4502
O 1.7480 -1.4654 0.9821
O 2.2027 0.3725 -0.2715
*
```

Output
LUMO energy = 0.0720 eV
Frontier orbital gap = 7.00 eV
Energy relative to the best compared isomer or geometry (same formula, charge and spin) = 0.664 eV



(3)
The following is a quantum chemistry calculation of a 8-piece molecular cluster, C46H67NO26 overall, from the Open Molecules 2025 dataset.

```
! RIJCOSX wB97M-V def2-TZVPD def2/J DEFGRID3
* xyz 0 1
C 4.9250 2.3934 2.4253
C 4.8768 1.7519 1.3796
C 4.5056 0.8911 0.1537
C 4.3646 -0.5998 0.4169
C 3.9684 -1.4852 -0.7133
C 3.7534 -0.8909 -2.1035
C 3.8992 0.6024 -2.3554
C 3.6544 1.0825 -3.8148
C 2.4759 0.8820 -4.5375
C 4.2684 1.5212 -1.1927
C 4.3611 3.0593 -1.4935
C 5.6507 3.7871 -0.9035
O 6.0333 4.8411 -1.8467
C 3.3329 -1.9042 -3.2610
O 3.8069 -1.8733 -4.3829
C 2.2720 -2.9953 -2.7990
C 1.1173 -3.3872 -3.6557
C 0.1029 -4.4048 -3.1477
O -1.0247 -4.8070 -3.8646
C -1.8536 -3.6937 -4.2694
C -3.2910 -3.6736 -3.5492
N -3.4074 -2.6404 -2.4964
C -4.6916 -1.9072 -2.5282
C -4.5667 -0.3608 -2.8595
C -4.1172 0.5252 -1.5945
O -3.6380 -0.1568 -3.9521
C 0.3497 -5.0094 -1.7799
C 1.5245 -4.6066 -0.9103
C 2.4955 -3.5908 -1.4120
C 3.7364 -3.0529 -0.5798
O 4.4351 -3.7722 0.1195
H 4.9885 2.7004 3.5037
H 4.5436 -1.0697 1.4258
H 4.5087 1.6082 -4.3556
H 2.4577 0.4640 -5.5954
H 1.4492 1.1396 -4.1165
H 4.3348 3.2909 -2.6100
H 3.4025 3.5282 -1.0790
H 5.3407 4.3340 0.0491
H 6.5444 3.1203 -0.7475
H 5.1985 5.2127 -2.1918
H 1.0134 -2.9175 -4.6768
H -2.0541 -3.7827 -5.3905
H -1.3972 -2.6743 -4.0989
H -4.0687 -3.5444 -4.3684
H -3.4279 -4.7145 -3.0923
H -2.6029 -2.0103 -2.4723
H -5.4640 -2.3515 -3.2300
H -5.1348 -1.9757 -1.4774
H -5.5722 0.0537 -3.2011
H -2.9874 0.6382 -1.5745
H -4.4975 0.1002 -0.6154
H -4.5425 1.5805 -1.6839
H -3.3388 0.7769 -3.8957
H -0.3382 -5.7941 -1.3345
H 1.6605 -5.0528 0.1171
C 1.1910 -0.7655 1.4149
O 0.2641 -0.2463 2.3677
C 0.8347 0.2471 3.4756
O 2.0173 0.2795 3.7089
O -0.1393 0.6982 4.2792
C 0.3263 1.2562 5.5074
H 0.6211 -1.1366 0.5628
H 1.8635 0.0189 1.0649
H 1.7563 -1.5973 1.8406
H 0.9656 2.1211 5.3197
H 0.8564 0.5050 6.0953
H -0.5432 1.5866 6.0746
C 10.8634 3.9197 3.0185
O 9.8058 3.4491 2.1859
C 9.7695 2.1154 2.0438
O 10.5320 1.3292 2.5473
O 8.7386 1.8115 1.2451
C 8.5762 0.4144 1.0030
H 10.7939 5.0064 3.0601
H 10.7601 3.5270 4.0318
H 11.8340 3.6504 2.5980
H 8.3810 -0.1179 1.9357
H 9.4553 0.0054 0.5020
H 7.7149 0.2866 0.3471
C 1.5977 1.5186 9.9916
O 0.4955 1.9818 10.7704
C -0.7011 1.7948 10.1963
O -0.8989 1.2872 9.1207
O -1.6391 2.2705 11.0267
C -2.9741 2.1367 10.5407
H 2.5088 1.7216 10.5534
H 1.5263 0.4424 9.8248
H 1.6502 2.0536 9.0416
H -3.2277 1.0852 10.3957
H -3.1041 2.6962 9.6126
H -3.6436 2.5535 11.2923
C -9.3492 -2.9429 -0.7167
O -10.2577 -2.2652 -1.5847
C -9.6663 -1.5867 -2.5771
O -8.4795 -1.5145 -2.7757
O -10.6245 -1.0024 -3.3105
C -10.1351 -0.2395 -4.4124
H -9.9353 -3.4562 0.0449
H -8.7724 -3.6875 -1.2681
H -8.6868 -2.2313 -0.2204
H -9.5899 -0.8769 -5.1105
H -9.5032 0.5793 -4.0637
H -10.9952 0.1839 -4.9301
C -7.0027 -8.1615 -2.7519
O -8.0938 -7.6947 -1.9593
C -9.2990 -7.8839 -2.5159
O -9.5124 -8.3953 -3.5856
O -10.2253 -7.4037 -1.6734
C -11.5675 -7.5382 -2.1388
H -6.0836 -7.9564 -2.2039
H -7.0768 -9.2383 -2.9132
H -6.9638 -7.6306 -3.7047
H -11.8244 -8.5900 -2.2753
H -11.7110 -6.9824 -3.0670
H -12.2252 -7.1174 -1.3789
C 12.6739 4.5645 -1.7602
O 11.8225 5.4671 -2.4632
C 10.5492 5.0544 -2.5663
O 10.1020 4.0251 -2.1268
O 9.8643 5.9857 -3.2422
C 8.4812 5.6753 -3.4275
H 13.6728 4.9996 -1.7392
H 12.3314 4.4335 -0.7320
H 12.7255 3.6033 -2.2747
H 7.9742 5.5889 -2.4686
H 8.3670 4.7581 -4.0084
H 8.0277 6.4951 -3.9850
C -4.0795 4.5883 2.8444
O -5.4962 4.5686 2.6737
C -5.9309 3.6573 1.7922
O -5.2412 2.8928 1.1662
O -7.2674 3.7448 1.7285
C -7.8713 2.8245 0.8208
H -3.8448 5.3602 3.5767
H -3.7239 3.6295 3.2258
H -3.5817 4.8384 1.9059
H -7.6662 1.7956 1.1218
H -7.5243 3.0045 -0.1983
H -8.9484 2.9861 0.8529
*
```

Output
LUMO energy = -0.8946 eV
Frontier orbital gap = 7.71 eV
SMILES string = C#Cc1cc2c(c(C=C)c1CCO)C(=O)c1cc(OCCNC[C@@H](C)O)ccc1C2=O.COC(=O)OC.COC(=O)OC.COC(=O)OC.COC(=O)OC.COC(=O)OC.COC(=O)OC.COC(=O)OC



- The lowest LUMO energy belongs to which entry?
  C46H67NO26



- Which value of LUMO energy does entry 3 give?
  -0.8946 eV



- The lowest frontier orbital gap belongs to which entry?
  C20H23Cl3IrN3O5Se